Entry 1:
Density functional theory data (ωB97M-V/def2-TZVPD) for 10 unconnected molecules or ions with the total composition C16H54N18O10 at a distorted geometry.

Summary:
**SMILES string**: COC[C@H](C)N.COC[C@H](C)N.NC(N)=O.NC(N)=O.NC(N)=O.NC(N)=O.NC(N)=O.NC(N)=O.NC(N)=O.NC(N)=O
**Frontier orbital gap**: 8.535 eV
**Relative energy (zero: lowest compared OMol25 entry of this formula, charge and spin)**: 463.38 kJ/mol
**E**: -2380.2342 a.u.
**2S+1**: 1
**HOMO energy**: -0.310 hartree

```
98
Properties=species:S:1:pos:R:3:forces:R:3:mulliken_charge:R:1
C 4.46693 1.80980 -5.51325 -1.184 -0.080 0.594 -0.77
O 3.15900 1.40398 -5.06995 0.597 -0.397 -1.235 -0.35
C 2.82666 1.60953 -3.74274 -0.344 1.837 1.126 -0.83
C 1.31162 1.60439 -3.66386 -0.878 -1.075 -2.464 0.73
C 0.56858 2.66705 -4.46126 0.827 -0.229 0.024 -1.65
N 0.68114 1.50130 -2.38330 0.851 -1.260 0.593 -0.19
H 4.71439 2.78322 -5.08980 0.101 0.117 0.059 0.33
H 4.37771 1.90997 -6.59497 0.261 -0.182 0.079 0.25
H 5.21607 1.07871 -5.20930 0.125 -0.034 -0.142 0.27
H 3.28233 0.92578 -3.02654 0.050 -0.393 -0.101 0.31
H 3.13241 2.61312 -3.44704 0.491 0.366 0.221 0.60
H 1.10559 0.69238 -4.22412 -0.208 -0.565 -0.151 0.20
H 0.74672 2.51371 -5.52562 0.167 0.435 0.025 0.39
H 0.91997 3.63086 -4.09290 -0.400 0.373 -0.360 0.30
H -0.49606 2.50859 -4.28939 -0.023 0.350 0.079 0.44
H 1.12186 0.66274 -2.03304 -0.023 -0.365 1.062 -0.41
H -0.24903 1.15859 -2.57682 -0.528 0.266 0.257 0.28
C -3.18016 3.92251 0.89172 -0.114 -1.550 -0.254 -0.80
O -2.86757 2.62262 1.36166 0.366 -1.156 0.176 0.27
C -3.75991 1.53899 0.99016 0.527 1.048 -0.282 -1.07
C -3.80910 1.15540 -0.51092 -2.306 -0.417 1.876 0.47
C -4.81106 -0.01522 -0.63509 -0.230 0.394 -0.412 -1.54
N -2.55704 0.77164 -0.90756 4.114 -0.753 -1.162 -0.41
H -3.48938 3.73037 -0.13568 -0.181 1.096 -0.205 0.33
H -2.24245 4.47538 0.94772 -0.277 0.369 -0.103 0.18
H -3.98279 4.30142 1.52441 -0.086 0.590 -0.252 0.22
H -3.24004 0.68730 1.42884 -0.592 -0.154 0.480 0.17
H -4.75453 1.74135 1.38753 -0.103 -0.153 0.246 0.53
H -4.11522 1.93426 -1.20932 -0.468 0.361 0.400 0.53
H -5.61308 0.09709 0.09447 -0.453 0.278 -0.488 0.36
H -4.49166 -1.04424 -0.47012 0.954 0.208 0.212 0.33
H -5.11708 0.00001 -1.68113 -0.692 -0.115 0.172 0.37
H -2.22273 -0.09198 -0.50445 -0.601 -0.791 -0.073 0.13
H -1.89455 1.37141 -0.43694 0.495 0.860 -0.386 0.04
N -0.39507 -0.75306 1.80967 -2.132 0.804 4.786 0.13
C 0.21268 -0.80795 0.67827 1.137 -0.812 -0.334 -0.12
N -0.09298 -1.88596 0.01018 -0.636 -2.548 -2.750 0.35
O 1.04022 0.01046 0.35428 1.674 1.757 -1.276 -0.38
H -0.03293 -0.12164 2.50985 -0.273 0.231 -0.123 0.07
H -0.90817 -1.53803 2.18471 0.012 0.138 -0.230 0.00
H -0.64686 -2.62355 0.42162 0.075 0.152 -0.205 0.08
H 0.35544 -2.06987 -0.87594 0.111 0.129 -0.015 0.08
N -0.79681 -5.58170 -2.10968 -0.818 -0.392 -1.097 -0.44
C -0.58974 -5.13577 -0.87111 0.532 -0.409 -0.907 0.63
N 0.63905 -4.97856 -0.53650 5.306 0.041 0.256 -0.17
O -1.36045 -4.82749 -0.02406 -5.115 0.786 1.983 -0.79
H 0.04430 -5.76083 -2.63934 -0.777 -0.267 -0.335 0.15
H -1.72438 -5.90379 -2.34625 0.449 0.023 -0.314 0.25
H 1.38866 -5.39156 -1.07280 0.101 0.262 0.371 0.23
H 0.78684 -4.72474 0.42985 0.484 0.057 0.059 0.02
N -2.69366 -0.43737 4.78770 1.797 -0.639 0.115 -0.16
C -3.82896 0.28816 4.70920 3.270 -0.971 -0.657 0.49
N -3.67337 1.47018 4.20928 1.276 3.646 -1.092 -0.19
O -4.85211 -0.17917 4.95871 -6.739 -2.805 1.983 -0.67
H -2.75119 -1.34491 5.22721 0.078 0.498 -0.047 0.13
H -1.82473 0.05791 4.64712 0.349 -0.600 0.149 0.16
H -4.46488 2.09285 4.13247 0.482 -0.130 -0.040 0.17
H -2.71040 1.72318 4.03965 -0.576 0.811 -0.421 0.03
N -0.22355 -3.71785 4.52831 -0.476 1.289 3.546 -0.46
C -0.09597 -3.99083 3.24907 0.031 -0.963 0.705 0.58
N -1.24337 -4.31364 2.71682 -2.754 -0.084 -1.339 -0.19
O 0.96245 -4.08175 2.72185 3.380 -0.038 -2.430 -0.65
H 0.59134 -3.54485 5.09937 -0.312 0.203 -0.254 0.25
H -1.13133 -3.35740 4.78546 0.523 0.017 0.665 0.13
H -2.03668 -4.36165 3.34009 -0.059 -0.220 -0.736 0.19
H -1.27567 -4.55043 1.73550 -0.425 -0.199 -0.200 0.29
N 1.14534 3.80606 -1.02881 0.711 0.189 -3.088 -0.16
C 1.01297 3.92757 0.25461 -0.281 2.040 1.332 0.52
N 1.07467 2.78825 0.90788 0.173 -1.871 1.292 -0.08
O 0.83823 4.98842 0.83047 -0.400 1.620 0.925 -0.79
H 1.07565 2.86265 -1.38268 -0.202 -0.079 -0.911 0.20
H 1.11650 4.58854 -1.66677 -0.090 -0.126 0.524 0.24
H 0.86410 2.83843 1.89441 0.228 -0.438 -0.383 0.04
H 1.29074 1.94450 0.39651 -0.336 -0.353 0.785 0.18
N 3.71949 -0.40981 -0.66401 -3.837 2.536 -0.742 -0.16
C 4.64470 -1.26457 -0.39461 1.307 0.148 -0.140 0.60
N 5.21560 -1.05086 0.77785 1.379 -0.745 1.877 -0.40
O 5.04601 -2.05436 -1.21463 1.025 -2.442 -1.392 -0.81
H 3.13229 -0.66008 -1.44673 -0.199 -0.061 -0.168 -0.25
H 3.12737 -0.15248 0.11270 -0.218 0.360 -0.065 0.29
H 5.89303 -1.75763 1.02618 -0.084 0.521 0.551 0.26
H 4.85979 -0.32463 1.38290 0.432 -0.468 0.092 0.21
N 1.40753 -2.79517 -4.31864 -3.855 -0.593 -3.137 -0.40
C 2.11000 -2.29868 -3.35115 -2.981 1.872 2.904 0.43
N 3.25379 -2.81759 -3.34664 5.538 -1.813 0.313 -0.20
O 1.63589 -1.55448 -2.46427 0.196 0.179 -0.536 -0.54
H 0.43517 -2.52411 -4.35246 0.214 -0.224 -0.439 0.26
H 1.81827 -3.45743 -4.96113 -0.686 0.346 -0.005 0.14
H 3.43409 -3.45914 -4.10559 0.848 0.179 0.671 0.13
H 3.87800 -2.65764 -2.56890 0.823 0.078 0.184 0.25
N 0.02427 2.83442 5.43117 2.365 0.700 4.406 -0.46
C -0.39262 2.40344 4.28766 -0.881 -0.166 -0.484 0.53
N -0.92151 3.44585 3.67106 -1.675 0.733 -3.462 -0.21
O -0.38292 1.24209 3.91317 -0.012 -0.810 -0.539 -0.72
H 0.19359 3.83012 5.43216 0.319 -0.378 0.766 0.15
H 0.53426 2.24047 6.06932 -0.046 0.175 -0.207 0.28
H -1.14925 4.33088 4.10112 0.195 -0.412 -0.111 0.22
H -1.33986 3.23682 2.77585 -0.186 0.261 -0.235 0.02
```
Positions in Å, forces in eV/Å.

Entry 2:
Density functional theory data (ωB97M-V/def2-TZVPD) for 12 unconnected molecules or ions with the total composition C16H56N10O12 at a distorted geometry.

Summary:
**SMILES string**: NC(N)=O.NC(N)=O.NC(N)=O.NC(N)=O.NC(N)=O.CCO.CCO.CCO.CCO.CO.CO.CO
**Frontier orbital gap**: 6.511 eV
**Relative energy (zero: lowest compared OMol25 entry of this formula, charge and spin)**: 438.35 kJ/mol
**E**: -2093.5087 a.u.
**2S+1**: 1
**HOMO energy**: -0.265 hartree

```
94
Properties=species:S:1:pos:R:3:forces:R:3:mulliken_charge:R:1
N 2.21965 -1.45509 4.51018 0.435 -3.723 3.779 -0.26
C 2.48173 -0.32857 3.95749 1.530 7.527 2.715 0.48
N 1.94078 -0.25106 2.76918 -1.107 -0.130 -4.699 0.21
O 2.97685 0.72646 4.62113 -1.763 -4.849 -2.473 -0.73
H 2.56962 -1.54346 5.45339 -0.050 -0.228 -0.161 0.22
H 1.79165 -2.25233 4.06117 0.535 0.666 0.252 0.30
H 1.98749 0.61803 2.24257 0.443 -0.565 0.610 -0.30
H 1.71972 -1.12226 2.15940 0.463 1.872 1.796 0.43
N -4.95969 2.18867 0.30975 -2.863 3.064 -4.991 -0.33
C -4.12640 1.54026 0.99132 6.972 -4.260 -0.332 0.15
N -4.33692 1.45093 2.29785 2.414 -1.388 2.696 -0.42
O -3.00394 0.92863 0.40031 -4.686 2.794 2.484 -0.60
H -4.76931 2.43407 -0.68684 0.043 -0.893 1.234 0.30
H -5.73736 2.71733 0.66678 0.096 -0.147 0.528 0.22
H -3.51533 1.11622 2.90458 -2.048 0.597 -1.514 0.27
H -5.20070 1.65942 2.77648 0.150 0.171 -0.300 0.16
N 1.22425 -3.73152 3.25437 -2.755 -1.621 3.908 -0.38
C 1.88076 -3.51271 2.17269 6.667 -1.526 -4.123 -0.12
N 1.29967 -2.54436 1.41635 -0.625 -0.400 -1.145 1.68
O 3.12658 -4.04501 1.84744 -6.499 2.566 1.947 -0.73
H 1.49687 -4.39501 3.94435 0.686 -0.683 -0.062 0.28
H 0.32064 -3.31141 3.52620 0.749 -0.246 -1.195 0.26
H 1.88444 -2.30335 0.63201 -0.014 0.011 -0.550 -0.40
H 0.29431 -2.64306 1.16276 0.846 -0.464 0.756 -0.91
N 3.42292 2.61555 0.50106 2.003 0.421 -4.665 -0.13
C 2.88316 2.62422 1.64402 4.793 0.514 9.211 0.09
N 1.63882 2.31185 1.70414 -5.281 -0.142 1.951 0.11
O 3.62879 2.74724 2.81524 -3.513 -0.097 -6.005 -0.73
H 4.40557 2.53305 0.54066 0.988 0.407 -0.355 0.26
H 2.91490 2.82816 -0.36045 0.394 -0.564 0.314 0.32
H 1.28014 2.29343 2.67321 0.294 0.239 -0.874 0.32
H 0.95835 2.01408 0.97975 1.002 0.735 0.504 0.18
N -2.80219 -2.98666 -0.31730 -3.900 -3.298 -5.327 -0.28
C -2.09182 -2.77522 0.73075 5.777 -4.341 4.670 0.14
N -2.19232 -1.57447 1.22305 0.698 3.936 2.356 0.02
O -1.24471 -3.71697 1.23181 -3.491 4.012 -2.060 -0.67
H -2.69244 -3.94168 -0.84879 -0.392 2.505 1.899 0.31
H -3.75676 -2.54565 -0.36310 1.580 -0.695 -0.134 0.24
H -1.53936 -1.23884 1.99185 -1.223 -1.144 -1.381 0.24
H -2.64630 -0.74122 0.73706 0.436 -1.085 0.545 0.19
C 0.37220 -3.48746 -1.78184 2.463 -1.041 0.243 -0.11
C 0.93477 -4.75623 -1.05433 -2.204 -0.264 1.874 -0.40
O 1.15176 -5.89385 -1.89291 -1.050 0.797 0.239 -0.61
H -0.54267 -3.83054 -2.17663 -1.065 -0.308 -1.070 0.28
H 1.07545 -3.10855 -2.58671 -1.009 -0.138 1.032 0.28
H 0.09613 -2.77982 -1.01104 0.389 0.568 -0.057 -0.23
H 0.11244 -4.99118 -0.28927 0.777 -0.108 -1.261 0.00
H 1.76348 -4.70722 -0.34473 0.466 0.945 -0.527 0.48
H 2.07822 -5.82519 -2.02550 1.278 -0.509 -0.634 0.40
C 4.62265 -1.15500 0.70052 1.450 0.153 1.998 -0.57
C 4.13286 -2.02040 -0.43423 1.273 1.450 -0.131 -0.59
O 2.78867 -1.72828 -0.59452 -2.135 1.361 -2.361 -0.47
H 4.19570 -1.46233 1.68460 -0.018 0.033 -0.835 0.10
H 4.40502 -0.04478 0.63680 0.236 -1.316 -0.459 -0.06
H 5.72140 -1.31076 0.88359 -0.798 0.356 -0.407 0.44
H 4.15398 -3.07779 -0.26781 0.743 -0.552 0.331 0.29
H 4.63879 -1.71017 -1.36578 0.209 -0.599 0.290 0.49
H 2.71303 -1.12157 -1.36336 -0.272 -0.601 0.968 0.24
C -2.14136 4.28728 -0.24213 -0.161 -1.824 0.311 -0.14
C -1.87430 4.23748 1.29185 -3.037 1.187 -1.822 -0.13
O -2.37890 5.47648 1.81934 0.156 -0.026 0.384 -0.59
H -3.23306 4.17476 -0.44494 0.780 0.414 0.019 0.31
H -1.61916 3.49450 -0.82082 -0.516 0.276 0.631 -0.49
H -1.73377 5.18935 -0.65273 -0.148 0.788 -0.004 0.46
H -0.86854 4.12947 1.47116 2.427 0.296 0.644 0.30
H -2.37024 3.43647 1.81560 -0.265 -0.650 -0.118 0.06
H -3.33518 5.53693 1.65104 0.634 -0.191 0.005 0.33
C -0.53722 1.54147 -4.43287 0.052 -0.984 1.199 -1.31
C -1.47162 2.27445 -3.49961 -0.166 0.164 -1.136 0.95
O -2.73366 1.59989 -3.51735 -0.009 1.021 0.133 -0.59
H 0.39594 2.02362 -4.55600 0.935 0.890 -0.378 0.40
H -1.00970 1.32153 -5.37353 -0.197 0.146 -0.404 0.36
H -0.26594 0.60201 -3.96603 -0.060 -0.609 -0.008 0.15
H -1.54678 3.27960 -3.94932 -0.716 -0.192 0.545 0.38
H -1.09884 2.38330 -2.47577 0.104 -0.127 -0.138 -0.69
H -2.60828 0.77206 -3.05034 0.036 -0.448 0.358 0.29
C 0.05326 0.31793 -0.46021 1.257 0.441 0.836 1.82
O -0.31879 1.65071 -0.02067 -1.581 -1.513 -1.195 -0.28
H 0.11475 0.20193 -1.54011 0.357 0.365 -0.240 0.02
H -0.63406 -0.44199 -0.16925 -0.776 -0.256 0.479 -1.29
H 0.99642 0.08855 0.07992 -0.277 0.021 -0.786 -0.44
H -1.31136 1.61498 -0.05013 0.638 0.354 0.409 0.04
C -2.59817 -1.83913 -3.57664 -2.210 1.541 0.467 -0.74
O -2.27522 -1.14821 -2.38952 -0.065 0.679 0.887 -0.29
H -3.68939 -2.03681 -3.72066 0.399 0.223 0.480 0.25
H -2.14675 -2.75503 -3.47607 1.461 -2.240 -0.978 0.34
H -2.35682 -1.16763 -4.38268 0.689 -0.335 -0.573 0.23
H -2.18042 -1.77889 -1.64249 -0.204 0.466 -0.733 0.17
C 1.08474 4.05887 -1.42655 -0.803 -1.518 1.551 -0.43
O 1.74546 2.83093 -1.75948 0.188 1.332 -0.797 -0.77
H 0.16291 4.29859 -1.92805 -0.039 -0.135 -1.048 0.24
H 1.79413 4.80973 -1.48854 1.253 1.581 -0.407 0.52
H 0.76148 3.99201 -0.38590 0.168 0.136 0.255 0.03
H 1.08249 2.16621 -1.72123 -0.820 -1.046 0.133 0.17
```
Positions in Å, forces in eV/Å.